(i)
Molecular formula: C8H14O2
Method: DFT, ωB97M-V with the def2-TZVPD basis set

```
! RIJCOSX wB97M-V def2-TZVPD def2/J DEFGRID3
* xyz 0 1
O -0.39247 0.07085 -0.81190
O -1.05683 0.18592 1.50677
C 0.54138 0.33024 -1.82110
C 1.77743 0.89101 -1.51662
C 0.15358 -0.00660 -3.22004
C -2.36429 -1.59547 2.55782
C -1.43869 -1.20006 1.41767
C -0.24599 0.75863 0.45244
C 2.09815 1.36606 -0.11865
C 1.23293 0.64087 0.89334
H 2.49908 1.05347 -2.29587
H 0.06985 -1.09807 -3.36329
H 0.88581 0.36214 -3.92739
H -0.82958 0.46812 -3.46993
H -2.78583 -2.57624 2.35009
H -1.81370 -1.63486 3.50076
H -3.17238 -0.84695 2.67360
H -0.57332 -1.89195 1.40196
H -1.99958 -1.34257 0.47670
H -0.45075 1.82772 0.35229
H 3.14971 1.20372 0.12698
H 1.86290 2.43139 -0.00660
H 1.47511 -0.43916 0.94767
H 1.37745 1.04177 1.89331
*
```

## Properties
* SMILES string: CCO[C@H]1CCC=C(C)O1
* gap between HOMO and LUMO: 9.443 eV
* HOMO: -8.39 eV



(ii)
Molecular formula: C8H14O2
Method: DFT, ωB97M-V with the def2-TZVPD basis set

```
! RIJCOSX wB97M-V def2-TZVPD def2/J DEFGRID3
* xyz 0 1
C 1.43874 -0.30070 0.75764
C 0.57396 -1.48736 0.60821
C 1.23647 0.58451 -0.26367
C -0.69731 -1.20965 0.40467
C -0.31110 0.44537 -2.42039
C -0.72065 0.80403 2.15085
C 0.97236 0.18522 -1.67731
C -1.37024 0.04427 0.84956
O 1.63365 1.93165 -0.13563
O -1.70752 -2.17181 0.17317
H 1.92944 0.00277 1.62718
H 0.94283 -2.51086 0.43370
H -0.13729 0.01923 -3.39149
H -0.57024 1.46748 -2.53201
H -1.21973 -0.10921 -1.99329
H 0.02932 1.58644 1.77671
H -0.28728 0.02983 2.82546
H -1.37781 1.35638 2.66925
H 1.77298 0.75215 -2.26716
H 1.43963 -0.85142 -2.04898
H -1.51473 0.76341 0.05063
H -2.34107 -0.36506 1.29060
H 1.56408 2.05956 0.83172
H -1.27849 -3.02623 0.28061
*
```

## Properties
* SMILES string: CC/C(O)=C\C=C(\O)CC
* gap between HOMO and LUMO: 9.185 eV
* HOMO: -8.34 eV



Which structure wins on stability? (i) wins.



(i)
Molecular formula: C8H14O2
Method: DFT, ωB97M-V with the def2-TZVPD basis set

```
! RIJCOSX wB97M-V def2-TZVPD def2/J DEFGRID3
* xyz 0 1
C 0.59281 0.37768 -0.22135
C -0.82741 0.14787 0.39092
C 1.73926 0.20905 0.78411
C -0.96566 0.63608 1.84291
C -1.93137 0.83651 -0.44108
C -1.06594 -1.36551 0.35118
C 0.75733 -0.57304 -1.46994
C 1.69673 -1.50932 -1.66313
O 0.67522 1.71995 -0.69679
O -0.56221 -2.16053 1.14128
H 0.97854 1.72439 -1.61964
H -1.77844 -1.71296 -0.41974
H 0.11034 -0.33385 -2.31269
H 2.70996 0.36394 0.29901
H 1.68163 0.96412 1.57628
H 1.72893 -0.78002 1.25178
H -1.99759 0.51953 2.19397
H -0.33983 0.05718 2.53006
H -0.69303 1.69280 1.93267
H -1.86819 1.92802 -0.36243
H -2.92585 0.53492 -0.09361
H -1.87832 0.57096 -1.50172
H 2.36556 -1.83517 -0.87170
H 1.79750 -2.01261 -2.62035
*
```

## Properties
* SMILES string: C=C[C@@](C)(O)C(C)(C)C=O
* gap between HOMO and LUMO: 10.333 eV
* HOMO: -9.66 eV



(ii)
Molecular formula: C8H14O2
Method: DFT, ωB97M-V with the def2-TZVPD basis set

```
! RIJCOSX wB97M-V def2-TZVPD def2/J DEFGRID3
* xyz 0 1
C -1.44864 0.35562 -0.14912
C -1.77672 -0.86102 0.64888
C -1.47913 1.64932 0.59909
C 0.66608 -1.44358 -1.13645
C 2.62641 -0.57232 1.00740
C 0.64773 1.06676 -1.53967
C 0.62960 -0.07426 -0.49129
C 1.43436 0.23914 0.59216
O -2.06749 0.34949 -1.37946
O 0.42265 2.18449 -1.78314
H -1.86520 1.16598 -1.85488
H 1.38877 1.24460 0.99318
H -0.84990 1.56513 1.48719
H -2.73004 -0.73466 1.17282
H -1.85553 -1.74181 0.01758
H -0.98611 -1.01468 1.39013
H -1.13549 2.48884 -0.00867
H -2.49743 1.87875 0.93078
H 0.58523 -2.21510 -0.36878
H 1.60406 -1.60358 -1.67212
H -0.16057 -1.55719 -1.83828
H 3.49452 -0.42907 0.34773
H 2.41576 -1.64153 1.01609
H 2.93709 -0.29932 2.01882
*
```

## Properties
* gap between HOMO and LUMO (alpha / beta): 7.064 / 6.824 eV
* HOMO (alpha / beta): -6.66 / -6.65 eV



Which structure wins on stability? (i) wins.



(i)
Molecular formula: C3H3I
Method: DFT, ωB97M-V with the def2-TZVPD basis set

```
! RIJCOSX wB97M-V def2-TZVPD def2/J DEFGRID3
* xyz 0 1
C -1.17683 -1.18559 -0.37136
C -1.93312 -2.10514 -0.73615
C -0.14285 -0.15882 -0.02559
I -3.34366 -3.45636 -1.20171
H -0.44530 0.56043 -0.66305
H 0.88716 -0.51470 -0.47255
H -0.22868 0.26528 1.03300
*
```

## Properties
* SMILES string: CC#CI
* gap between HOMO and LUMO: 9.538 eV
* HOMO: -9.06 eV



(ii)
Molecular formula: C3H3I
Method: DFT, ωB97M-V with the def2-TZVPD basis set

```
! RIJCOSX wB97M-V def2-TZVPD def2/J DEFGRID3
* xyz 0 1
C 1.04240 0.34648 0.24398
C 2.13572 1.12897 -0.13105
C -0.25557 0.38232 -0.08514
I 1.72122 3.06901 0.56227
H 1.63827 -0.39321 0.94035
H -0.92350 -0.28635 0.30146
H -0.64527 1.26742 -0.66057
*
```

## Properties
* gap between HOMO and LUMO: 7.651 eV
* HOMO: -8.79 eV



Which structure wins on stability? (i) wins.